Density functional theory data (wB97M-V/def2-TZVPD) for a cluster of 2 separate species, C4H9NS in total.

Element x y z (Å)
C 0.7159 -1.5308 0.7576
C 0.6666 -0.5898 1.9112
C -0.0488 0.5187 1.9568
C -1.1470 1.0220 -2.2067
N 0.2189 0.9377 -2.5978
S 1.3680 0.6456 -1.6003
H 1.7196 -1.5695 0.3384
H 0.4582 -2.5383 1.0888
H 0.0189 -1.2348 -0.0220
H 1.2709 -0.8700 2.7632
H -0.0453 1.1614 2.8207
H -0.6637 0.8379 1.1307
H -1.3450 2.0294 -1.8226
H -1.4238 0.3092 -1.4242
H -1.7634 0.8713 -3.0940

Values from the calculation:
Spin multiplicity ... 3
Molar mass ... 103.190 g/mol
Frontier orbital gap (spin up / spin down) ... 0.3300 / 0.3136 Eh
Relative energy (zero: lowest compared OMol25 entry of this formula, charge and spin) ... 0.0 kcal per mole
Total charge ... 0

natural (NBO) atomic charge list, values in e, 6 entries: number 1, C, carries -0.65; number 2, C, carries -0.16; number 3, C, carries -0.41; number 4, C, carries -0.45; number 5, N, carries -0.57; number 6, S, carries 0.42